Record 1
Formula: C42H96Cl8O2S2
Source: the OMol25 dataset
Level of theory: the ωB97M-V functional and the def2-TZVPD basis

Output
E: -6286.0497 hartree
charge: 0
E_HOMO: -8.855 eV

Last column: Mulliken charge in e.
Geometry (Å):
C 0.1872 -4.6604 1.3557  -0.63
S -0.6765 -6.0414 2.2580  0.50
O -0.5476 -7.2519 1.3427  -0.67
C 0.6986 -6.3182 3.5332  -0.90
H -0.4012 -4.4403 0.4649  -0.01
H 1.1489 -5.0688 1.0453  0.52
H 0.3136 -3.7898 1.9993  0.24
H 0.6759 -5.5403 4.2964  0.23
H 1.6697 -6.3412 3.0387  0.29
H 0.5513 -7.2937 3.9967  0.39
C 0.5933 -1.4839 -0.8367  -0.87
S -0.9978 -0.8537 -0.0505  0.58
O -1.3371 -1.7246 1.1903  -0.37
C -0.3154 0.7857 0.4525  -0.43
H 0.4876 -2.5686 -0.8559  0.15
H 1.3916 -1.3445 -0.1078  0.18
H 0.8797 -0.9858 -1.7630  0.48
H -0.3656 1.4679 -0.3962  0.60
H 0.7508 0.6205 0.6070  0.15
H -0.7913 1.1696 1.3549  -0.50
C 4.4258 -1.9203 0.6062  0.13
Cl 4.1331 -1.5335 -1.0886  0.00
Cl 4.2023 -0.4571 1.4917  -0.13
Cl 3.3410 -3.1215 1.3116  0.01
Cl 6.1176 -2.4722 0.7607  -0.11
C -0.7867 -1.9225 4.8730  0.12
Cl -0.6701 -0.4891 3.8060  0.03
Cl 0.7243 -2.7942 4.8880  -0.12
Cl -1.2806 -1.4192 6.4412  -0.09
Cl -2.0871 -2.9444 4.2520  -0.09
C -4.4603 0.4859 3.8712  -0.97
C -3.5576 1.5637 4.3568  -0.49
C -3.1194 2.4714 3.1758  0.00
C -2.2757 3.7308 3.6251  -0.85
C -1.9420 4.6786 2.4351  0.66
C -3.1889 5.3969 1.8230  -1.40
H -5.4044 0.9075 3.5264  0.40
H -4.7148 -0.2188 4.6629  0.46
H -3.9220 -0.1144 3.1377  -0.10
H -4.0141 2.2234 5.0947  0.51
H -2.6962 1.0426 4.7746  0.09
H -4.0762 2.7204 2.7168  0.41
H -2.5612 1.8908 2.4413  -0.18
H -2.8355 4.1896 4.4401  0.50
H -1.3989 3.4258 4.1963  0.28
H -1.4402 5.5756 2.7981  0.36
H -1.2497 4.2555 1.7072  -0.61
H -2.9015 6.0092 0.9682  0.39
H -3.8335 4.6116 1.4282  0.32
H -3.7750 5.9820 2.5317  0.33
C 5.9806 3.0823 -3.0524  -1.69
C 4.6635 2.5620 -2.5123  0.76
C 3.7764 3.8167 -2.2689  -1.02
C 2.3548 3.4953 -1.6972  0.23
C 1.3822 4.7566 -1.7311  -1.00
C -0.0386 4.6089 -1.2124  -0.51
H 5.8857 3.8646 -3.8055  0.32
H 6.5575 2.2800 -3.5123  0.37
H 6.4611 3.5115 -2.1732  0.51
H 4.1802 1.8627 -3.1946  -0.34
H 4.9312 2.0381 -1.5947  0.26
H 3.7453 4.4415 -3.1615  0.37
H 4.4356 4.3529 -1.5863  0.35
H 1.9163 2.7153 -2.3195  0.11
H 2.4159 3.0496 -0.7044  0.10
H 1.7952 5.7213 -1.4363  0.52
H 1.1659 4.9815 -2.7755  0.33
H -0.6930 4.1538 -1.9558  0.34
H -0.0493 4.1083 -0.2442  -0.38
H -0.2691 5.6505 -0.9888  0.37
C -1.6145 -4.9720 -3.8725  -1.36
C -1.0134 -3.5303 -3.7598  -0.13
C -2.1002 -2.4255 -3.3891  1.20
C -3.1485 -2.0438 -4.4758  -0.76
C -4.1620 -1.0081 -3.8515  -0.59
C -4.9759 -1.6094 -2.7079  -0.78
H -2.1139 -5.3187 -2.9678  0.20
H -0.7284 -5.5903 -4.0160  0.44
H -2.2760 -5.1243 -4.7253  0.36
H -0.2825 -3.5155 -2.9512  0.01
H -0.3255 -3.2477 -4.5566  0.18
H -1.4647 -1.5733 -3.1484  0.11
H -2.5356 -2.6911 -2.4259  -0.91
H -2.7025 -1.6625 -5.3943  0.35
H -3.7178 -2.9137 -4.8035  0.38
H -3.6174 -0.1263 -3.5141  0.27
H -4.8686 -0.7976 -4.6544  0.37
H -4.2760 -1.7895 -1.8918  -0.03
H -5.8290 -1.0178 -2.3758  0.37
H -5.4326 -2.5739 -2.9299  0.40
C 4.8127 3.0420 -6.5197  -1.05
C 3.7072 2.0430 -6.7253  -0.17
C 4.3178 0.5954 -6.8451  -0.75
C 3.3252 -0.5721 -6.3980  -1.12
C 2.8986 -0.5170 -4.8923  0.45
C 2.6493 -1.9378 -4.4304  -1.42
H 4.4256 3.9728 -6.1051  0.38
H 5.3848 3.1545 -7.4407  0.39
H 5.4791 2.6919 -5.7314  0.02
H 3.0108 1.9848 -5.8888  0.14
H 3.0725 2.3419 -7.5594  0.37
H 5.1728 0.5537 -6.1703  0.31
H 4.5420 0.4811 -7.9056  0.40
H 2.4406 -0.5865 -7.0346  0.36
H 3.7782 -1.5612 -6.4659  0.43
H 3.8206 -0.2001 -4.4049  -0.06
H 2.0726 0.1690 -4.7046  0.43
H 2.3889 -2.0419 -3.3771  0.04
H 1.8620 -2.3542 -5.0587  0.42
H 3.5396 -2.5501 -4.5735  0.42
C 1.9290 2.3654 2.7426  0.51
C 2.6686 3.4432 3.5012  -0.62
C 3.4040 3.0351 4.7104  -0.42
C 3.9805 4.1552 5.5194  -0.72
C 4.6899 3.7152 6.8339  -0.43
C 3.8318 3.0749 7.8951  -1.26
H 1.3745 2.6753 1.8568  -0.27
H 1.2628 1.7943 3.3893  0.26
H 2.5724 1.5707 2.3652  -0.50
H 3.4527 3.8821 2.8841  0.26
H 2.0281 4.2663 3.8180  0.36
H 4.1835 2.3291 4.4239  0.23
H 2.7470 2.3799 5.2823  0.32
H 4.6710 4.6473 4.8345  0.35
H 3.1798 4.8828 5.6518  0.38
H 5.5375 3.0454 6.6891  0.28
H 5.1456 4.6143 7.2487  0.33
H 3.5528 2.0403 7.6960  0.30
H 4.3236 3.0018 8.8651  0.39
H 2.9123 3.5560 8.2286  0.33
C -4.0418 -6.5480 0.2344  -1.09
C -4.8454 -5.3646 0.8156  -0.53
C -4.0203 -4.0964 0.7487  0.93
C -4.7877 -2.8469 1.1816  -0.25
C -6.0932 -2.5241 0.4752  -0.24
C -6.6837 -1.1952 0.9178  -1.52
H -2.9922 -6.5159 0.5263  0.20
H -4.0494 -6.3344 -0.8344  0.27
H -4.5011 -7.5278 0.3658  0.36
H -5.7878 -5.1914 0.2959  0.36
H -5.0251 -5.4694 1.8856  0.35
H -3.7185 -3.9049 -0.2811  -0.31
H -3.0941 -4.2125 1.3115  -0.33
H -5.0668 -2.9276 2.2322  0.50
H -4.1914 -1.9355 1.1382  -0.18
H -5.9913 -2.5663 -0.6092  0.09
H -6.9121 -3.2179 0.6652  0.39
H -7.3773 -0.7163 0.2267  0.44
H -7.1683 -1.2421 1.8930  0.40
H -5.8814 -0.4590 0.9675  0.23

***

Record 2
Formula: C42H96IN8OSi2
Source: the OMol25 dataset
Level of theory: the ωB97M-V functional and the def2-TZVPD basis

Output
E: -3047.5976 hartree
charge: +1
E_HOMO: -9.069 eV

Last column: Mulliken charge in e.
Geometry (Å):
C -2.0754 -5.7850 2.3795  -0.41
Si -1.9652 -6.2327 0.5416  0.48
C -1.4654 -8.0536 0.5072  -1.25
C -0.6240 -5.2706 -0.3510  -1.26
O -3.4738 -6.1675 -0.2172  -0.46
C -3.9232 -4.8937 -0.6434  -0.68
C -5.1410 -4.3719 0.1471  -1.58
C -4.8644 -4.0595 1.5902  1.84
C -4.2663 -2.8649 1.9177  0.10
C -3.9073 -1.8592 0.8682  -1.14
C -5.1079 -0.9563 0.5020  -0.18
N -5.3090 -0.5764 -0.6877  -0.70
C -4.0348 -2.5975 3.2825  0.43
Si -3.2198 -0.9393 3.8458  0.65
C -4.3849 0.5216 3.6611  -0.88
C -2.8864 -1.0927 5.6999  -1.20
C -1.5341 -0.6547 3.0226  -1.10
N -4.3466 -3.4350 4.2331  -0.61
N -4.9321 -4.5516 3.8660  -0.33
I -5.3789 -5.8096 5.4629  0.28
C -5.2250 -4.9428 2.6387  1.00
C -5.9158 -6.2260 2.2937  -1.56
C -7.4256 -6.2980 2.6800  -0.99
C -8.2077 -4.9832 2.5707  -0.85
C -8.6838 -4.6545 1.1500  -0.25
N -9.8301 -5.5064 0.8006  -0.64
H -1.1853 -6.1369 2.9038  0.56
H -2.1808 -4.7087 2.5308  -0.16
H -2.9194 -6.3521 2.7843  0.09
H -0.8421 -8.1808 -0.3833  0.34
H -2.3275 -8.7126 0.3946  0.31
H -0.8609 -8.3228 1.3734  0.39
H -0.8745 -5.0314 -1.3875  0.34
H 0.3455 -5.7660 -0.3052  0.50
H -0.4918 -4.3081 0.1623  0.36
H -3.1388 -4.1283 -0.6801  0.29
H -4.2709 -5.0112 -1.6747  0.42
H -5.4641 -3.4448 -0.3340  0.64
H -5.9473 -5.0794 -0.0102  0.15
H -3.6696 -2.3844 -0.0508  0.10
H -3.0304 -1.2581 1.1086  0.35
H -5.8271 -0.6635 1.2682  0.48
H -4.5854 -0.9158 -1.3234  0.29
H -3.8546 1.3684 4.1122  0.10
H -4.5955 0.8125 2.6306  0.37
H -5.2946 0.3960 4.2503  0.38
H -2.6967 -2.1169 6.0209  0.34
H -2.0343 -0.4648 5.9717  0.33
H -3.7361 -0.6713 6.2444  0.33
H -1.5740 0.2636 2.4339  0.39
H -0.7806 -0.5917 3.8036  0.28
H -1.3052 -1.4997 2.3664  0.42
H -5.4136 -7.0350 2.8368  0.67
H -5.8124 -6.4723 1.2456  0.61
H -7.8937 -7.0643 2.0606  0.50
H -7.5341 -6.6493 3.7047  0.30
H -7.7073 -4.1216 3.0230  0.36
H -9.1278 -5.1260 3.1472  0.54
H -7.9155 -4.8147 0.3949  0.14
H -9.0130 -3.6064 1.1739  0.27
H -10.1890 -5.1898 -0.0915  0.23
H -10.5593 -5.4241 1.4981  0.23
C 1.1529 -2.4233 -2.5488  -1.18
C 1.9141 -3.5324 -3.2596  -0.39
N 1.5047 -3.7248 -4.6371  0.11
C 2.0454 -4.9368 -5.2325  -0.69
C 3.5642 -5.0366 -5.4147  -0.97
C 1.5449 -2.5376 -5.4741  -0.98
C 2.8885 -1.8138 -5.6256  -0.68
H 0.0758 -2.6045 -2.5815  0.32
H 1.4562 -2.3823 -1.5006  0.41
H 1.3531 -1.4417 -2.9807  0.06
H 1.7305 -4.4635 -2.7147  0.54
H 2.9922 -3.3281 -3.1698  0.20
H 1.5633 -5.0973 -6.2006  0.38
H 1.7230 -5.7813 -4.6141  0.37
H 3.9138 -4.4325 -6.2503  0.23
H 3.8397 -6.0700 -5.6339  0.40
H 4.1100 -4.7388 -4.5188  0.28
H 0.8180 -1.8204 -5.0824  0.41
H 1.1627 -2.7919 -6.4656  0.38
H 3.4220 -1.7235 -4.6779  0.22
H 2.7140 -0.8013 -5.9977  0.29
H 3.5399 -2.3075 -6.3443  0.31
C 1.6405 1.9863 5.3826  -1.32
C 0.8084 2.9015 4.4969  -0.38
N -0.6123 2.8708 4.7992  0.59
C -1.4252 3.5405 3.7975  -0.36
C -1.2556 5.0520 3.6108  -1.35
C -0.9715 3.1409 6.1830  -0.78
C -0.5443 4.4835 6.7892  -1.25
H 1.2853 0.9553 5.3252  0.20
H 2.6798 2.0027 5.0531  0.44
H 1.6278 2.3000 6.4268  0.31
H 0.9441 2.5734 3.4622  0.41
H 1.2226 3.9187 4.5570  0.25
H -2.4797 3.3290 4.0037  0.11
H -1.2244 3.0584 2.8335  0.35
H -1.7286 5.6156 4.4131  0.28
H -1.7348 5.3627 2.6802  0.45
H -0.2079 5.3461 3.5499  0.29
H -0.5557 2.3426 6.8036  0.46
H -2.0545 3.0310 6.2917  0.37
H 0.4792 4.7512 6.5245  0.25
H -0.5927 4.4239 7.8782  0.40
H -1.2032 5.2956 6.4872  0.31
C 4.8435 3.4393 -1.4118  -1.06
C 4.5117 3.3698 -2.8947  -0.28
N 4.3535 2.0184 -3.3997  0.11
C 4.2942 1.9523 -4.8506  -0.57
C 3.1023 2.6152 -5.5524  -1.05
C 3.3938 1.1881 -2.6954  -0.42
C 1.9375 1.6705 -2.6191  -0.99
H 5.7463 2.8703 -1.1855  0.34
H 5.0189 4.4773 -1.1246  0.09
H 4.0297 3.0635 -0.7888  0.28
H 5.3364 3.8444 -3.4329  0.36
H 3.6188 3.9866 -3.0846  0.26
H 4.3438 0.9044 -5.1602  0.26
H 5.2096 2.4045 -5.2447  0.41
H 2.1920 2.0239 -5.4543  0.19
H 3.3087 2.7031 -6.6210  0.42
H 2.9061 3.6197 -5.1764  0.33
H 3.7551 1.0441 -1.6735  0.35
H 3.4121 0.1854 -3.1320  0.05
H 1.8646 2.7359 -2.3970  0.35
H 1.4171 1.1353 -1.8201  0.35
H 1.3927 1.4713 -3.5412  0.21
C 5.8118 7.3775 -4.4499  -1.46
C 5.6765 7.8190 -3.0004  -0.41
N 6.8538 7.5473 -2.1973  0.20
C 6.6300 7.7320 -0.7735  -0.53
C 6.3142 9.1449 -0.2676  -1.06
C 8.1059 8.0774 -2.7110  -0.71
C 8.2103 9.5926 -2.9312  -0.98
H 6.0520 6.3146 -4.5132  0.27
H 4.8689 7.5409 -4.9740  0.44
H 6.5785 7.9389 -4.9849  0.35
H 4.8336 7.2730 -2.5659  0.48
H 5.3981 8.8842 -2.9835  0.23
H 7.4981 7.3495 -0.2292  0.44
H 5.8025 7.0762 -0.4809  0.16
H 7.2019 9.7748 -0.2415  0.23
H 5.9331 9.0917 0.7545  0.43
H 5.5540 9.6410 -0.8717  0.26
H 8.3194 7.5825 -3.6618  0.38
H 8.9176 7.7574 -2.0528  0.37
H 7.3154 10.0071 -3.3976  0.25
H 9.0509 9.8078 -3.5941  0.37
H 8.3953 10.1283 -2.0017  0.28

***

Record 3
Formula: C42H96O11P
Source: the OMol25 dataset
Level of theory: the ωB97M-V functional and the def2-TZVPD basis

Output
E: -2826.1429 hartree
charge: -1
E_HOMO: -4.247 eV

Last column: Mulliken charge in e.
Geometry (Å):
C -2.7377 0.1959 -0.8476  -0.68
C -1.6468 -0.8156 -1.2291  -0.82
C -0.2977 -0.5715 -0.5572  -1.36
C 0.2045 0.8718 -0.6084  0.88
C 0.3861 1.4193 -2.0462  -0.13
C -0.3198 2.7521 -2.2720  2.07
C -0.4099 3.0676 -3.7726  -1.35
C -0.4599 4.5515 -4.0940  0.30
C -1.8056 5.3058 -3.9292  -1.58
C -3.0764 4.5263 -3.5346  -1.10
C -3.4320 4.7257 -2.0542  0.23
C -4.2025 3.5699 -1.4137  0.79
C -4.7401 3.9706 -0.0237  -1.53
C -4.2118 3.0645 1.0928  0.39
C -3.6320 3.8043 2.2912  -1.41
C -2.4545 4.6861 1.8079  1.04
C -1.1362 3.9655 2.0425  -0.88
C 0.1132 4.6232 1.4558  -0.90
C -0.0556 5.0737 0.0079  1.11
C 0.9558 6.1327 -0.4490  -2.36
P 2.6861 5.4050 -0.8509  2.31
C 2.0576 4.9990 -2.6429  1.29
C 2.8020 3.8248 -3.2913  -1.33
C 2.1178 2.5403 -2.9379  0.59
O 1.1788 2.0381 -3.5715  -0.55
O 2.6051 1.9324 -1.7998  -0.78
C 3.3737 5.7035 0.9305  -1.02
C 4.8905 5.6601 1.0124  0.74
C 5.5233 7.0140 0.7872  -1.55
O 5.3130 5.2597 2.3643  -0.61
H -3.7080 -0.2948 -0.8648  0.43
H -2.7775 0.9777 -1.5991  0.06
H -2.5845 0.6299 0.1344  0.09
H -1.9894 -1.8068 -0.9348  0.41
H -1.5356 -0.8159 -2.3100  0.35
H -0.3728 -0.8536 0.4912  0.39
H 0.4487 -1.1819 -1.0650  0.46
H -0.4555 1.5383 -0.0572  -1.08
H 1.1731 0.9215 -0.1152  0.50
H 1.4433 1.5876 -2.2244  0.34
H 0.0183 0.6857 -2.7624  0.44
H 0.2965 3.5308 -1.8304  -0.81
H -1.3224 2.7446 -1.8490  -0.74
H -1.2162 2.5036 -4.2429  0.58
H 0.5036 2.6812 -4.2265  0.33
H 0.2658 5.0279 -3.4387  -0.52
H -0.0877 4.7124 -5.1032  0.86
H -2.0073 5.8491 -4.8492  0.44
H -1.6547 6.0688 -3.1703  0.55
H -3.8929 4.9658 -4.1054  0.55
H -3.0695 3.4698 -3.7906  0.45
H -2.5388 4.9519 -1.4742  -0.72
H -4.0831 5.5976 -1.9828  0.72
H -3.5157 2.7336 -1.3015  -1.00
H -4.9905 3.2207 -2.0785  0.71
H -5.8273 3.9369 -0.0519  0.42
H -4.4815 5.0098 0.1513  0.51
H -3.4318 2.3964 0.7345  -0.51
H -5.0218 2.4140 1.4269  0.52
H -4.3608 4.3776 2.8612  0.34
H -3.2258 3.0570 2.9724  0.53
H -2.4586 5.6355 2.3384  0.35
H -2.6066 4.8571 0.7509  -0.81
H -1.0071 3.8868 3.1246  0.38
H -1.2108 2.9362 1.6897  0.12
H 0.8847 3.8539 1.4518  0.09
H 0.5015 5.4328 2.0686  0.60
H -1.0535 5.4756 -0.1623  0.38
H 0.0477 4.2267 -0.6758  -0.21
H 0.9946 6.9224 0.3032  0.89
H 0.5796 6.5905 -1.3638  0.12
H 3.1205 6.7675 -1.2728  -0.31
H 4.0021 4.8947 -1.2614  -0.37
H 2.2395 4.0164 -0.4565  -1.08
H 2.1827 5.8774 -3.2745  0.75
H 0.9967 4.7398 -2.6422  -2.46
H 3.8478 3.7731 -2.9952  0.18
H 2.7851 3.9224 -4.3753  0.53
H 2.4222 2.5274 -1.0517  0.27
H 3.0038 4.9561 1.6280  0.15
H 3.0664 6.6999 1.2465  0.40
H 5.3059 4.9103 0.3410  0.15
H 5.5203 7.5546 1.7301  0.38
H 6.5547 6.9168 0.4585  0.37
H 4.9353 7.5688 0.0626  0.36
H 5.1433 4.3197 2.4166  0.33
C 0.8177 -2.3420 2.7699  -0.74
O -0.4475 -2.9369 2.5394  -0.40
C -0.4021 -4.0314 1.6390  -0.29
C -0.4252 -5.3558 2.3715  -0.13
O 0.7469 -5.5491 3.1479  -0.45
C 0.5597 -5.2664 4.5236  -0.49
H 0.7273 -1.6899 3.6372  0.23
H 1.5918 -3.0864 2.9695  0.37
H 1.1137 -1.7385 1.9061  0.31
H 0.4786 -3.9654 0.9933  0.36
H -1.2906 -3.9661 1.0032  0.26
H -0.4631 -6.1645 1.6342  0.26
H -1.3196 -5.4289 2.9991  0.05
H -0.0028 -6.0714 5.0107  0.13
H 0.0377 -4.3188 4.6752  0.29
H 1.5438 -5.2005 4.9855  0.27
C -2.2863 -6.7178 -2.5217  -0.81
O -2.4392 -6.8190 -1.1165  -0.23
C -3.5298 -7.6368 -0.7275  -0.52
C -3.0784 -9.0200 -0.3137  -0.48
O -2.5252 -9.7463 -1.3989  -0.38
C -1.1087 -9.7513 -1.4084  -0.69
H -1.2999 -6.3003 -2.7164  0.23
H -2.3602 -7.6931 -3.0077  0.35
H -3.0418 -6.0455 -2.9419  0.31
H -4.2690 -7.7011 -1.5316  0.34
H -4.0075 -7.1544 0.1313  0.37
H -3.9478 -9.5813 0.0432  0.36
H -2.3596 -8.9515 0.5088  0.30
H -0.7218 -10.4311 -0.6415  0.32
H -0.6994 -8.7520 -1.2450  0.29
H -0.7878 -10.1071 -2.3860  0.25
C -3.9581 -7.9009 8.9259  -0.71
O -4.4780 -8.1183 7.6269  -0.37
C -4.1369 -7.0950 6.7048  -0.66
C -2.9801 -7.4962 5.8172  -0.13
O -1.7775 -7.6573 6.5524  -0.36
C -1.4659 -9.0104 6.8303  -0.80
H -4.0508 -8.8347 9.4782  0.24
H -2.9057 -7.6105 8.8975  0.31
H -4.5327 -7.1259 9.4448  0.32
H -3.9042 -6.1649 7.2315  0.35
H -5.0154 -6.9167 6.0774  0.38
H -2.8086 -6.7000 5.0853  0.14
H -3.2213 -8.4121 5.2692  0.35
H -1.0850 -9.5087 5.9322  0.31
H -2.3341 -9.5562 7.2065  0.36
H -0.6875 -9.0188 7.5915  0.26
C 4.7344 1.1658 -5.2022  -0.58
O 5.4163 1.7051 -4.0856  -0.38
C 5.4202 0.8464 -2.9553  -0.04
C 6.7381 0.1183 -2.8175  -0.78
O 6.9738 -0.7846 -3.8924  -0.38
C 7.8440 -0.2633 -4.8760  -0.66
H 4.9992 1.7678 -6.0710  0.20
H 5.0221 0.1279 -5.3901  0.38
H 3.6502 1.2192 -5.0549  0.17
H 4.5895 0.1376 -3.0085  0.31
H 5.2670 1.4701 -2.0714  0.18
H 6.7176 -0.4751 -1.8981  0.39
H 7.5590 0.8377 -2.7377  0.37
H 8.8811 -0.2762 -4.5199  0.32
H 7.5720 0.7568 -5.1567  0.27
H 7.7682 -0.9019 -5.7556  0.24